124
Properties=species:S:1:pos:R:3:mulliken_charge:R:1 method="wB97M-V/def2-TZVPD" e_lumo_ev=0.48 homo_energy_ev=-8.61 homo_lumo_gap_ev=9.10
O 7.6698 12.8481 8.5121 -0.54
C 7.9484 13.1491 9.6111 0.71
O 8.0738 12.2853 10.6659 -0.21
C 8.1628 10.8960 10.3036 -0.38
C 9.5493 10.4388 10.0182 -0.81
C 8.0585 14.5605 10.1028 -1.06
H 7.4616 10.7830 9.4779 0.49
H 7.9174 10.2703 11.1708 0.20
H 9.6545 9.3562 10.0199 0.44
H 10.1272 10.6965 10.9318 0.03
H 10.0264 10.9220 9.1554 0.27
H 8.9228 14.7107 10.6950 0.26
H 7.1318 14.7446 10.6653 0.30
H 8.1356 15.2540 9.2527 0.30
O 15.6737 6.6689 13.4747 -0.56
C 16.3864 6.7249 12.5093 0.79
O 17.5893 7.3501 12.5408 -0.35
C 17.8122 7.9883 13.8246 0.18
C 19.0539 8.8714 13.6594 -0.85
C 16.0985 6.2480 11.0623 -1.06
H 17.9022 7.2314 14.6311 0.41
H 16.8679 8.4719 14.0629 -0.07
H 19.0259 9.6257 14.4345 0.24
H 19.0635 9.3473 12.6807 -0.04
H 19.9374 8.2421 13.7888 0.41
H 16.2371 5.1947 10.7589 0.33
H 16.6184 6.9226 10.3404 0.29
H 15.0505 6.4239 10.8099 0.31
O 9.1860 9.2803 14.4379 -0.60
C 8.9035 9.7847 15.5206 0.80
O 7.9989 10.7358 15.5281 -0.28
C 7.4697 11.1621 14.2038 0.54
C 6.8011 12.5565 14.3640 -1.00
C 9.4471 9.3827 16.8935 -0.83
H 6.7825 10.3710 13.9077 0.37
H 8.2774 11.2101 13.4528 -0.52
H 6.4274 12.9082 13.4077 0.34
H 7.4896 13.3614 14.7836 0.02
H 5.9833 12.6642 15.1079 0.38
H 10.3584 8.8014 16.6774 0.24
H 8.7855 8.8421 17.5193 0.50
H 9.7326 10.2577 17.5108 -0.02
O 16.4272 11.4990 13.3630 -0.22
C 16.6569 12.4065 14.0925 0.80
O 15.9742 13.5952 14.0923 -0.31
C 14.8832 13.8109 13.1321 0.66
C 15.5471 14.7252 12.1351 -1.03
C 17.6884 12.4411 15.1671 -1.31
H 14.0470 14.2025 13.6427 -0.24
H 14.4967 12.8418 12.7873 0.01
H 16.0792 15.5366 12.6995 0.31
H 14.8207 15.1332 11.3663 0.31
H 16.3050 14.0958 11.5194 0.13
H 17.9362 11.3629 15.5363 0.15
H 17.4147 13.0242 15.9804 0.41
H 18.5643 12.8757 14.6708 0.34
O 14.4385 10.5093 16.9103 -0.39
C 13.8992 9.7625 17.6729 0.69
O 12.8422 10.0367 18.4547 -0.26
C 12.4889 11.4167 18.6686 0.67
C 11.7373 11.4081 20.0349 -1.58
C 14.2055 8.2291 17.8460 -1.08
H 11.8819 11.7263 17.8578 -0.14
H 13.3484 12.0723 18.7506 0.11
H 10.8158 10.8828 20.0296 0.34
H 11.7058 12.4013 20.5231 0.36
H 12.3796 10.8977 20.7862 0.44
H 15.1183 8.0558 17.2436 0.29
H 13.3455 7.6328 17.5518 0.28
H 14.4379 8.2162 18.9669 0.35
O 12.0074 11.7986 14.8682 -0.24
C 11.6802 11.6320 13.7547 0.63
O 12.0910 10.4856 13.0383 -0.26
C 13.0608 9.6723 13.7825 1.32
C 12.8812 8.2456 13.3529 -1.52
C 11.0128 12.5519 12.8107 -0.24
H 12.9259 9.7829 14.9061 -0.38
H 14.0554 10.1540 13.5774 -0.35
H 13.6415 7.6658 13.8161 0.52
H 13.0705 8.1180 12.2720 0.24
H 11.8553 7.9824 13.5585 0.30
H 9.9218 12.2562 12.8365 -0.67
H 11.4447 12.4768 11.7930 0.23
H 11.0766 13.5818 13.1157 0.48
C 13.3802 13.2294 7.2794 -0.96
S 12.2522 13.6858 8.6002 0.71
O 12.9512 14.2863 9.7607 -0.59
C 11.5729 15.1633 7.7563 -1.24
H 14.4535 13.1642 7.7180 0.25
H 13.5342 14.0071 6.5253 0.37
H 13.0894 12.2304 6.8535 0.31
H 10.8557 15.7120 8.3181 0.35
H 11.1595 14.7458 6.8048 0.38
H 12.4184 15.7574 7.4629 0.42
C 9.0150 15.5659 18.8369 -1.17
S 9.7231 14.0239 18.3560 0.76
O 8.5874 13.1140 18.1510 -0.68
C 10.1440 14.5598 16.6786 -0.45
H 8.1335 15.7881 18.2366 0.34
H 9.7249 16.3491 18.9393 0.37
H 8.5609 15.4277 19.8558 0.36
H 9.1653 14.9097 16.2476 0.44
H 10.6077 13.6682 16.1697 -0.25
H 10.8672 15.4361 16.8112 0.19
C 16.2205 9.8654 10.4265 0.05
S 17.2937 10.3784 9.0281 0.33
O 16.6069 11.5339 8.3246 -0.59
C 18.5854 11.0330 10.0314 -0.73
H 16.6584 9.0365 10.9467 -0.25
H 15.3373 9.5365 9.8823 0.47
H 16.0080 10.7412 11.0414 -0.15
H 19.1479 10.1901 10.4371 0.29
H 18.2455 11.6853 10.8031 0.05
H 19.2006 11.6132 9.4041 0.45
C 13.6316 16.1287 15.6727 -0.34
S 13.8272 16.1095 17.5174 0.24
O 12.4790 16.3370 18.0844 -0.56
C 14.1469 14.3394 17.7058 -0.31
H 14.5318 15.6813 15.2363 0.20
H 13.3470 17.0152 15.1743 0.51
H 12.9244 15.3848 15.4675 -0.29
H 14.2596 14.1497 18.7797 0.45
H 15.0043 14.1024 17.1841 0.24
H 13.3146 13.8523 17.2155 -0.18



62
Properties=species:S:1:pos:R:3:mulliken_charge:R:1 method="wB97M-V/def2-TZVPD" multiplicity=4 e_lumo_ev="2.49 / 2.22" homo_energy_ev="-1.30 / -4.25" homo_lumo_gap_ev="3.79 / 6.47" charge=-1 e_above_lowest_kj_mol=58.3
Tc 0.6388 -0.6427 -0.0249 -0.04
O 4.4497 0.0789 -1.2868 -0.86
C 3.2477 -0.2126 -1.1850 0.01
N 2.6029 -0.4800 -0.0374 0.00
C 3.2977 -0.3250 1.2126 -0.72
C 2.3023 -0.3089 2.3428 0.28
C 2.7065 -0.1287 3.6446 -0.77
C 1.7668 -0.0849 4.6800 -0.39
C 0.4224 -0.2093 4.3246 -0.76
C 0.0836 -0.4034 3.0108 -0.44
N 0.9890 -0.4721 1.9972 0.30
C 2.3303 -0.2822 -2.3360 0.31
C 2.7832 -0.1058 -3.6351 -0.71
C 1.8937 -0.0972 -4.6897 -0.41
C 0.5245 -0.2392 -4.3874 -0.79
C 0.1379 -0.4263 -3.0873 -0.46
N 0.9906 -0.4754 -2.0446 0.25
H 3.8780 0.6106 1.2072 0.38
H 4.0200 -1.1461 1.3576 0.32
H 3.7611 -0.0157 3.8571 0.48
H 2.0712 0.0358 5.7078 0.40
H -0.3526 -0.1663 5.0772 0.39
H -0.9520 -0.5209 2.7171 0.43
H 3.8454 0.0319 -3.7747 0.46
H 2.2315 0.0130 -5.7088 0.40
H -0.2143 -0.2144 -5.1774 0.38
H -0.9112 -0.5552 -2.8416 0.42
C -3.2786 4.6729 1.5423 -1.14
Si -2.3384 4.1085 -0.0279 0.24
C -0.6914 5.0573 -0.0266 -1.03
C -3.2804 4.6771 -1.5950 -1.15
C -2.3866 2.2153 -0.0282 0.62
C -3.6155 1.5743 -0.0332 -0.15
C -3.6899 0.1791 -0.0354 -1.11
C -2.5233 -0.5482 -0.0305 -0.47
N -1.3105 0.0320 -0.0213 0.26
C -1.2359 1.3959 -0.0215 0.35
S 0.3403 2.0088 -0.0101 -0.58
H -3.3983 5.7517 1.5667 0.32
H -2.7320 4.3818 2.4342 0.34
H -4.2665 4.2285 1.6064 0.34
H -0.8591 6.1324 -0.0294 0.33
H -0.0952 4.8073 -0.8969 0.33
H -0.0987 4.8109 0.8471 0.32
H -3.4000 5.7560 -1.6168 0.32
H -4.2683 4.2329 -1.6590 0.34
H -2.7345 4.3880 -2.4880 0.35
H -4.5247 2.1622 -0.0338 0.33
H -4.6454 -0.3236 -0.0403 0.40
H -2.5170 -1.6318 -0.0326 0.44
C 0.4580 -2.5235 -0.0231 0.29
C 0.5688 -3.8860 -0.0262 0.68
C -0.5392 -4.7801 -0.0316 -0.56
C -0.3544 -6.1399 -0.0276 -0.46
C 0.9243 -6.6917 -0.0211 -0.46
C 2.0281 -5.8397 -0.0186 -0.53
C 1.8685 -4.4810 -0.0202 -0.66
H -1.5312 -4.3533 -0.0368 0.38
H -1.2174 -6.7941 -0.0278 0.35
H 1.0580 -7.7645 -0.0192 0.36
H 3.0254 -6.2618 -0.0153 0.35
H 2.7154 -3.8111 -0.0228 0.40



84
Properties=species:S:1:pos:R:3:mulliken_charge:R:1 method="wB97M-V/def2-TZVPD" smiles=COCCNCCOC.CC(C)O.CC(C)O.CC(C)O.CC(C)O.CC(C)O e_lumo_ev=0.34 homo_energy_ev=-8.92 homo_lumo_gap_ev=9.26 e_above_lowest_kj_mol=259.7
C 0.8286 6.9086 3.5335 -0.81
O 0.7423 7.5611 2.2662 -0.38
C -0.5503 8.1680 2.0571 -0.64
C -0.7706 9.3217 3.0307 -0.49
N 0.0628 10.4704 2.9317 -0.40
C -0.1798 11.2649 4.1315 -0.73
C 0.9405 12.2560 4.3824 -0.57
O 2.1247 11.4296 4.6571 -0.27
C 3.0989 12.2992 5.1731 -0.81
H -0.0954 6.5217 3.9631 0.37
H 1.3730 7.4729 4.2907 0.25
H 1.2403 5.9208 3.3267 0.31
H -1.4176 7.5283 2.2203 0.38
H -0.4711 8.6007 1.0598 0.38
H -0.5652 8.8694 4.0009 0.37
H -1.7831 9.7145 2.9385 0.31
H 1.0225 10.1558 2.9238 0.33
H -0.4142 10.6983 5.0327 0.41
H -1.0347 11.8763 3.8428 0.36
H 0.5506 12.8781 5.1880 0.41
H 1.0195 12.9054 3.5106 0.34
H 2.7690 12.9636 5.9718 0.32
H 3.4806 13.0420 4.4727 0.32
H 3.9628 11.7397 5.5316 0.25
C -5.2264 -3.2138 3.3153 -1.17
C -5.5744 -1.7222 3.0117 0.49
C -6.9168 -1.7149 2.2985 -1.34
O -5.8110 -1.0512 4.2318 -0.55
H -5.9025 -3.7677 3.9665 0.33
H -4.2154 -3.2603 3.7201 0.31
H -5.1525 -3.5391 2.2776 0.33
H -4.7671 -1.2811 2.4271 0.19
H -6.8661 -2.3128 1.3886 0.35
H -7.3682 -0.7432 2.0982 0.36
H -7.6883 -2.2244 2.8758 0.37
H -6.3808 -0.2848 4.1350 0.32
C 6.0251 2.0984 -2.9694 -1.19
C 5.3504 2.9735 -1.8824 0.45
C 3.9742 3.3463 -2.4540 -1.38
O 5.3021 2.0806 -0.7641 -0.52
H 6.1691 2.7496 -3.8316 0.39
H 5.5540 1.1750 -3.3062 0.33
H 7.0508 1.8528 -2.6944 0.31
H 5.7743 3.9492 -1.6448 0.27
H 3.9946 3.8844 -3.4017 0.38
H 3.2589 3.6999 -1.7115 0.32
H 3.5119 2.4341 -2.8314 0.33
H 6.0784 2.2715 -0.2326 0.32
C -5.7442 -7.7856 -3.9467 -1.27
C -4.4418 -7.0853 -3.3657 0.37
C -3.2740 -7.1449 -4.3747 -1.07
O -4.7375 -5.7385 -3.1916 -0.55
H -5.7991 -7.5316 -5.0053 0.32
H -6.6122 -7.4693 -3.3682 0.33
H -5.6085 -8.8670 -3.9606 0.35
H -4.1008 -7.5559 -2.4436 0.31
H -2.7094 -8.0739 -4.2956 0.32
H -2.6756 -6.2417 -4.2555 0.31
H -3.6437 -7.1947 -5.3989 0.25
H -4.0964 -5.4502 -2.5378 0.33
C 1.8981 -4.0026 -0.6303 -1.17
C 2.1693 -2.5369 -0.3812 0.60
C 1.3248 -1.9065 0.7320 -1.37
O 3.5610 -2.2894 -0.1598 -0.56
H 1.5429 -4.5544 0.2400 0.29
H 2.8061 -4.4870 -0.9895 0.33
H 1.0973 -4.2566 -1.3249 0.32
H 1.8520 -1.9704 -1.2567 0.19
H 1.5870 -2.4462 1.6420 0.36
H 0.2892 -1.9496 0.3946 0.32
H 1.6478 -0.8759 0.8793 0.41
H 3.6150 -1.3655 0.0953 0.28
C 2.9139 -10.0457 -3.6994 -1.22
C 1.6791 -10.9583 -3.9878 0.47
C 1.4133 -10.9187 -5.5402 -1.23
O 1.8028 -12.2339 -3.5046 -0.56
H 2.9491 -9.8417 -2.6292 0.34
H 2.8490 -9.0777 -4.1961 0.34
H 3.8440 -10.4525 -4.0963 0.32
H 0.8037 -10.5522 -3.4808 0.21
H 0.8586 -11.8133 -5.8231 0.36
H 2.2494 -10.9747 -6.2373 0.32
H 0.8168 -10.0487 -5.8148 0.32
H 1.7643 -12.2696 -2.5461 0.32



19
Properties=species:S:1:pos:R:3:mulliken_charge:R:1 method="wB97M-V/def2-TZVPD" smiles="CO/C(=N/N)N(C)C" e_lumo_ev=0.86 homo_energy_ev=-8.27 homo_lumo_gap_ev=9.13 e_above_lowest_kj_mol=575.3
C -2.9077 0.0517 0.1830 -0.61
C -0.3632 0.2621 0.1808 0.68
C 2.1234 0.0338 0.6929 -0.82
C 0.5903 -1.8546 -0.5150 -1.03
H -3.2419 0.5298 1.2101 0.23
H -2.9431 0.9396 -0.5314 0.30
H -3.7093 -0.8714 -0.0286 0.20
H 0.5046 3.0372 -1.0557 0.27
H 1.3490 1.3941 -0.7321 0.29
H 3.0475 -0.2233 0.0602 0.27
H 2.4588 -0.7217 1.6194 0.26
H 1.9812 1.1882 1.0692 0.42
H 1.5427 -2.0589 -1.0924 0.30
H -0.1691 -1.9059 -1.3158 0.31
H 0.4672 -2.4630 0.2556 0.39
N -0.6142 1.4472 -0.0306 -0.38
N 0.6769 2.1770 -0.2853 -0.63
N 0.7721 -0.4274 0.0100 -0.08
O -1.5652 -0.5345 0.3058 -0.38



21
Properties=species:S:1:pos:R:3:mulliken_charge:R:1 method="wB97M-V/def2-TZVPD" smiles="C[C@]12CC=CN1C=[NH+]C=[NH+]2" e_lumo_ev=-9.55 homo_energy_ev=-17.91 homo_lumo_gap_ev=8.36 charge=+2 e_above_lowest_kj_mol=249.9
C -0.6561 1.3299 -1.8331 -0.43
C -1.5159 0.3849 -1.3987 -0.35
C -1.1979 -1.4413 0.1558 -0.07
C 1.0557 -1.8227 0.7354 -0.06
C 0.6782 1.2893 -1.0925 -0.54
C 0.3879 0.4551 0.0922 0.15
C 0.1089 1.2887 1.7301 -0.95
N -0.8518 -0.3020 -0.3570 0.16
N -0.1831 -2.2461 0.8072 -0.08
N 1.3335 -0.5748 0.3827 -0.13
H -0.7671 1.8119 -2.8208 0.44
H -2.5412 0.2295 -1.6098 0.45
H -2.0450 -2.0049 -0.1854 0.41
H 1.7381 -2.6539 0.9942 0.44
H 1.4526 0.8581 -1.6440 0.46
H 0.8524 2.3959 -1.0465 0.31
H -0.9623 1.7612 1.6046 0.32
H 0.9216 2.0685 1.7647 0.38
H 0.2075 0.6657 2.5380 0.37
H -0.3835 -3.2594 0.9684 0.36
H 2.3675 -0.2337 0.2145 0.37



28
Properties=species:S:1:pos:R:3:mulliken_charge:R:1 method="wB97M-V/def2-TZVPD" e_lumo_ev=-2.16 homo_energy_ev=-4.60 homo_lumo_gap_ev=2.45 charge=-1
Zr 9.8520 -7.4987 -2.2971 1.82
Zr 10.6072 -4.4555 -6.5590 2.27
Zr 14.8258 -8.1558 -3.1649 1.46
C 9.2815 -4.7046 -3.4394 0.78
O 8.2242 -4.1519 -3.0046 -0.73
O 9.7163 -5.4946 -2.6955 -0.48
O 9.6892 -4.2402 -4.4755 -0.65
C 12.8486 -7.1301 -0.7870 0.61
O 13.7721 -7.2778 -1.5992 -0.65
O 13.0392 -6.8280 0.3412 -0.57
O 11.5724 -7.1204 -1.0408 -0.65
C 12.2253 -6.0480 -9.0155 0.72
O 13.2392 -6.4750 -8.5379 -0.48
O 11.6598 -6.7413 -9.8174 -0.60
O 11.4702 -5.2812 -8.3788 -0.73
C 13.0421 -2.5906 -5.4049 0.59
O 13.4599 -2.7875 -4.2297 -0.61
O 12.4804 -3.5929 -5.8726 -0.46
O 13.6653 -1.7616 -6.2050 -0.66
C 16.4472 -8.0452 -5.9576 0.80
O 16.0411 -8.0133 -7.1792 -0.39
O 15.7850 -8.3452 -4.9761 -0.71
O 17.5145 -7.4293 -5.9324 -0.49
C 12.0500 -7.0953 -4.8865 0.54
O 11.6287 -6.1892 -5.5386 -0.41
O 11.2230 -7.4045 -3.9516 -0.44
O 13.3244 -7.1481 -4.5810 -0.39
Cl 8.3960 -8.0124 -4.4654 -0.49



no.,E (a.u.)
1,-4058.9201
2,-2107.8667
3,-1414.3643
4,-398.3350
5,-436.8706
6,-2184.1638